# 1
{"formula": "C7H10O2", "method": "ωB97M-V/def2-TZVPD", "elements": ["O", "C", "C", "C", "C", "C", "C", "H", "H", "H", "H", "H", "H", "C", "O", "H", "H", "H", "H"], "positions_angstrom": [[-0.7574, 0.8392, 1.3292], [0.3359, 0.8404, 0.5001], [0.9066, 2.0780, 0.2016], [2.0184, 2.1408, -0.6349], [2.5663, 0.9769, -1.1767], [1.9911, -0.2562, -0.8744], [0.8774, -0.3281, -0.0374], [-1.0536, -0.0953, 1.4524], [0.4647, 2.9848, 0.6352], [2.4631, 3.1178, -0.8661], [3.4429, 1.0317, -1.8357], [2.4112, -1.1801, -1.2933], [0.4255, -1.3003, 0.1998], [-2.7482, -1.7199, 0.0542], [-1.9792, -1.8643, 1.2443], [-2.0761, -1.2843, -0.7042], [-3.6073, -1.0423, 0.1937], [-3.1209, -2.6881, -0.3204], [-2.5602, -2.2509, 1.9324]], "atomic_forces_ev_per_a": [[0.2, -1.0, -0.2], [-0.1, 0.2, 0.1], [0.0, 0.2, 0.0], [0.0, 0.1, 0.0], [0.2, 0.0, -0.2], [0.0, 0.0, 0.0], [0.0, -0.3, 0.0], [0.1, 0.7, -0.1], [0.2, -0.5, -0.2], [-0.2, -0.5, 0.1], [-0.4, 0.0, 0.3], [-0.2, 0.4, 0.2], [0.2, 0.4, -0.1], [-0.1, 0.2, -0.6], [-0.6, -0.3, 0.6], [-0.3, -0.2, 0.3], [0.3, -0.2, 0.0], [0.2, 0.3, 0.2], [0.6, 0.4, -0.5]], "lowdin_charge": [0.03, -0.32, -0.03, -0.10, -0.12, -0.10, -0.04, 0.07, 0.12, 0.11, 0.10, 0.11, 0.11, -0.15, -0.15, 0.08, 0.09, 0.08, 0.11], "molar_mass_g_mol": 126.155, "energy_ev": -11515.7954, "homo_ev": -8.3, "multiplicity": 1, "relative_energy_ev": 0.0610}



# 2
{"formula": "C7H10O2", "method": "ωB97M-V/def2-TZVPD", "elements": ["C", "C", "C", "C", "C", "C", "C", "O", "O", "H", "H", "H", "H", "H", "H", "H", "H", "H", "H"], "positions_angstrom": [[-0.1614, -0.1928, -0.3048], [-1.0031, 0.8844, -1.0304], [-0.7316, -1.5937, -0.2237], [2.3385, -0.6232, 0.5607], [1.4026, 0.0428, -0.4251], [-1.2588, 1.3858, 0.3732], [-0.2437, 0.7074, 0.9623], [-2.2193, 2.0919, 0.8596], [1.8837, 0.4948, -1.4819], [-2.7554, 2.4539, 0.1335], [-0.4255, 1.5563, -1.6751], [-1.8779, 0.5095, -1.5704], [-0.0842, 0.5023, 2.0172], [-0.4871, -2.1464, -1.1364], [-1.8207, -1.5748, -0.0975], [-0.3202, -2.1496, 0.6242], [2.2034, -1.7064, 0.5358], [2.1857, -0.2520, 1.5762], [3.3751, -0.3901, 0.3024]], "atomic_forces_ev_per_a": [[3.5, 1.4, 1.3], [-0.5, -0.1, -0.1], [0.4, -0.1, -0.1], [0.1, 0.7, 0.6], [-0.2, -2.1, -4.5], [2.5, -1.5, -0.5], [-2.8, -0.2, 0.4], [-2.0, 1.9, 0.3], [-0.9, 0.1, 2.3], [0.1, 0.0, 0.4], [-0.1, -0.2, 0.2], [0.1, -0.1, 0.0], [0.2, 0.1, -0.2], [-0.1, 0.0, 0.1], [0.2, 0.1, 0.0], [0.0, 0.1, -0.1], [-0.1, 0.1, 0.0], [-0.1, -0.3, 0.0], [-0.3, 0.0, -0.2]], "lowdin_charge": [-0.39, -0.03, -0.02, -0.02, -0.37, -0.37, 0.02, 0.13, 0.04, 0.14, 0.12, 0.12, 0.12, 0.09, 0.09, 0.08, 0.09, 0.07, 0.09], "molar_mass_g_mol": 126.155, "energy_ev": -11513.6599, "homo_ev": -8.2, "multiplicity": 1, "relative_energy_ev": 2.1965}